No. 1
Molecular formula: C30H53Cl2N6O2S
Method: DFT, ωB97M-V/def2-TZVPD

Structure (XYZ):
```
94
Properties=species:S:1:pos:R:3
O -0.7591 -2.5941 3.1449
N -1.0596 -2.8586 1.8242
C -2.3913 -2.6549 1.4026
N -2.9797 -1.4966 1.4891
C -4.3894 -1.3883 1.0345
C -5.0605 -0.0824 1.6004
C -4.2824 1.2433 1.2191
C -5.0693 2.0365 0.0754
C -3.9774 2.6182 -0.8986
C -4.4883 2.9285 -2.3619
C -3.7887 1.9794 -3.4157
S -4.8071 0.4181 -3.4566
C -3.6143 -0.8732 -3.0488
N -2.7533 -0.6968 -2.0405
N -1.9538 -1.8023 -1.9574
C -2.3829 -2.6104 -2.9475
O -3.4304 -2.1129 -3.6567
N -2.8351 -3.8856 0.9096
C -1.6230 -4.4927 0.3040
C -0.3792 -4.0301 1.1841
C 0.8282 -3.3560 0.4293
C 1.3313 -4.1321 -0.8406
C 2.6355 -3.4414 -1.4117
C 2.5501 -1.8725 -1.4588
C 3.8106 -1.2882 -2.2378
C 3.6205 0.2063 -2.6881
C 4.0033 1.2613 -1.5648
C 2.7724 1.3904 -0.5399
C 3.1429 0.9410 0.9267
C 2.3181 1.7185 2.0434
C 0.8752 1.0929 2.2978
C -0.2110 2.2488 2.3450
N -0.5747 2.7600 1.0019
C -1.1055 4.0394 0.9044
C -1.3035 4.2434 -0.5162
C -0.8993 3.0159 -1.2434
C -0.4482 2.1021 -0.2110
H -0.3647 -3.3751 3.5735
H -2.4341 -0.7227 1.8690
H -4.4933 -1.4973 -0.0790
H -4.9380 -2.2522 1.4946
H -5.1300 -0.1194 2.7209
H -6.1102 -0.0696 1.2166
H -3.2285 1.0033 0.8991
H -4.1988 1.8578 2.1564
H -5.8412 1.3991 -0.4221
H -5.5790 2.8840 0.5983
H -3.1108 1.9154 -0.9858
H -3.6243 3.5832 -0.4509
H -4.1393 3.9734 -2.6045
H -5.5987 2.9108 -2.4832
H -3.7262 2.4283 -4.4375
H -2.7500 1.7536 -3.0626
H -1.8536 -3.5807 -3.0191
H -3.6790 -3.8798 0.3363
H -1.6658 -5.5439 -0.0574
H -1.4451 -3.9116 -0.6392
H -0.1858 -4.9234 1.8332
H 1.6645 -3.2638 1.1714
H 0.4931 -2.3185 0.1682
H 0.5523 -4.2926 -1.6269
H 1.6520 -5.1566 -0.5005
H 3.5365 -3.7077 -0.7966
H 2.8246 -3.7831 -2.4681
H 2.6691 -1.5084 -0.3991
H 1.5862 -1.4670 -1.8554
H 3.9652 -1.9238 -3.1503
H 4.7143 -1.3309 -1.5719
H 2.6136 0.4201 -3.1355
H 4.3613 0.3856 -3.5220
H 4.9584 1.0038 -1.0471
H 4.0603 2.2624 -2.0768
H 2.4656 2.4617 -0.4853
H 1.9741 0.7172 -0.9385
H 2.9726 -0.1479 1.1283
H 4.2366 1.1256 1.1133
H 2.8788 1.6310 3.0114
H 2.2429 2.8016 1.7756
H 0.8975 0.5634 3.2882
H 0.6620 0.3342 1.5025
H 0.2433 3.0973 2.9220
H -1.1604 1.9087 2.8405
H -1.3374 4.7630 1.7054
H -1.7073 5.1667 -0.9857
H -0.9318 2.7791 -2.3225
H -0.0634 1.0769 -0.3449
Cl 5.9961 0.5037 3.6945
C 7.4910 0.7588 2.7577
C 7.6949 2.2109 2.3913
Cl 6.4912 2.7783 1.2065
H 7.4475 0.1254 1.8724
H 8.3175 0.4167 3.3812
H 8.6756 2.3426 1.9338
H 7.6370 2.8573 3.2661
```

- 2S+1 = 1
- electronic energy (hartree) = -2972.0725
- total charge = +1
- orbital gap (Eh) = 0.2786
- E_HOMO (Ha) = -0.370



No. 2
Molecular formula: C30H53ClNO12S
Method: DFT, ωB97M-V/def2-TZVPD

Structure (XYZ):
```
98
Properties=species:S:1:pos:R:3
O 4.2616 -2.6074 0.0192
C 3.4793 -3.5519 -0.2395
O 4.1135 -4.8342 -0.5289
Cl 4.8983 -5.2341 0.9416
C 1.8958 -3.4622 -0.2224
C 1.1267 -4.6382 0.4786
C -0.4174 -4.6261 0.5539
N -1.1600 -3.5115 -0.0210
C -2.6546 -3.5884 0.1558
S -3.0664 -2.8779 1.8366
O -3.3167 -3.9849 2.8509
O -1.9480 -2.0143 2.3743
C -0.4981 -2.4155 -0.6942
C 1.0619 -2.3079 -0.8382
C 1.7277 -1.0815 -1.6093
C 2.5945 -0.0948 -0.6760
O 3.9348 0.0317 -1.2659
H 1.7186 -5.5180 0.9184
H -0.9290 -5.5072 1.0935
H -3.2303 -3.0200 -0.6481
H -2.9350 -4.7083 0.2099
H -4.2333 -2.0964 1.8046
H -1.1685 -1.5870 -1.1257
H 2.2809 -1.4688 -2.5317
H 0.8495 -0.4439 -2.0179
H 2.6735 -0.4170 0.4241
H 2.1419 0.9749 -0.7481
H 4.1650 -0.7842 -1.7602
C 0.3940 3.3993 -3.1478
C 0.0705 3.0946 -1.7104
O 0.0074 1.9445 -1.3043
C -0.1724 4.2614 -0.7912
H 0.5442 2.4653 -3.6915
H -0.4339 3.9422 -3.6078
H 1.3113 3.9886 -3.2050
H -1.0257 4.8427 -1.1466
H 0.7199 4.8890 -0.7440
H -0.3941 3.8919 0.2127
C 3.1443 2.9112 -7.0405
C 2.0653 3.7993 -6.4819
O 1.1021 3.3350 -5.8956
C 2.2211 5.2844 -6.6748
H 2.9010 1.8681 -6.8279
H 3.2097 3.0417 -8.1224
H 4.1013 3.1492 -6.5723
H 2.2456 5.5201 -7.7407
H 3.1374 5.6280 -6.1900
H 1.3709 5.7997 -6.2218
C 3.9827 -0.4728 4.0400
C 2.5473 -0.1173 3.7583
O 2.1356 -0.0035 2.6161
C 1.6399 0.0920 4.9411
H 4.5180 -0.5935 3.0953
H 4.4580 0.3268 4.6120
H 4.0309 -1.4135 4.5927
H 2.0114 0.9167 5.5530
H 1.5840 -0.8237 5.5342
H 0.6369 0.3423 4.5878
C 5.4368 1.2692 -10.2703
C 6.2672 1.1814 -9.0172
O 5.7923 1.4332 -7.9244
C 7.7075 0.7699 -9.1679
H 4.4212 1.5763 -10.0108
H 5.8644 2.0109 -10.9483
H 5.3935 0.2924 -10.7568
H 8.2357 1.4895 -9.7970
H 7.7649 -0.2290 -9.6055
H 8.1827 0.7493 -8.1848
C -8.0891 -2.6603 4.0567
C -6.7336 -2.0065 4.0734
O -6.5170 -0.9791 3.4524
C -5.6535 -2.6682 4.8851
H -8.7663 -2.0739 3.4318
H -8.0112 -3.6668 3.6399
H -8.4947 -2.7008 5.0698
H -5.4673 -3.6742 4.5033
H -5.9488 -2.7104 5.9357
H -4.7326 -2.0857 4.8029
C -4.0481 2.9977 2.7537
C -5.4108 3.6397 2.7687
O -5.5390 4.8476 2.8308
C -6.6069 2.7275 2.7038
H -3.2817 3.7742 2.8054
H -3.9381 2.3389 3.6179
H -3.9131 2.4335 1.8281
H -6.6100 2.0569 3.5658
H -6.5852 2.1516 1.7762
H -7.5201 3.3263 2.7228
C -1.9783 -0.7132 7.7730
C -0.9060 -1.5918 7.1851
O 0.1986 -1.6664 7.6910
C -1.2527 -2.3748 5.9468
H -1.5878 -0.2102 8.6603
H -2.2789 0.0438 7.0452
H -2.8380 -1.3204 8.0646
H -1.5204 -1.6936 5.1360
H -2.0802 -3.0554 6.1593
H -0.3865 -2.9635 5.6363
```

- 2S+1 = 1
- electronic energy (hartree) = -2990.3585
- total charge = +1
- orbital gap (Eh) = 0.2020
- E_HOMO (Ha) = -0.401



No. 3
Molecular formula: C30H53MoN2O7P
Method: DFT, ωB97M-V/def2-TZVPD

Structure (XYZ):
```
94
Properties=species:S:1:pos:R:3
Mo -0.0261 -0.2571 0.3957
O -1.8252 1.5819 0.6688
C -1.5407 2.9733 0.4987
C -0.2795 2.9753 -0.3200
N 0.7096 1.9916 0.2454
C 1.0625 2.3330 1.6470
C 0.1803 1.6067 2.6328
O -0.2517 1.9042 3.6670
O -0.0652 0.2543 2.1342
C 1.9197 2.0365 -0.6028
C 2.6781 0.7375 -0.4923
O 3.7726 0.4438 -0.7249
O 1.7383 -0.2629 -0.0265
H -2.6275 1.4437 1.2042
H -1.4283 3.4680 1.4642
H -2.3408 3.4737 -0.0466
H 0.1771 3.9655 -0.3514
H -0.4874 2.6583 -1.3434
H 1.0007 3.4077 1.8305
H 2.0860 2.0169 1.8673
H 2.5816 2.8651 -0.3430
H 1.6348 2.1553 -1.6502
O 0.2228 -2.0608 0.9552
C 0.8296 -2.8480 1.8380
C 1.3813 -4.1341 1.3414
C 2.9125 -4.2448 1.5441
C 3.3299 -4.5737 2.9731
C 2.9881 -3.5069 4.0070
C 1.4980 -3.2587 4.1841
N 0.9020 -2.4634 3.0657
H 1.1195 -4.2241 0.2891
H 0.8830 -4.9470 1.8830
H 3.3941 -3.3256 1.1972
H 3.2500 -5.0402 0.8803
H 4.4072 -4.7372 2.9835
H 2.8790 -5.5254 3.2703
H 3.4933 -2.5621 3.7860
H 3.3589 -3.8269 4.9820
H 1.2904 -2.6811 5.0813
H 0.9370 -4.1934 4.2468
H 0.4938 -1.5638 3.3073
O -1.5989 -0.7227 -0.4658
P -2.3774 -1.4979 -1.6990
C -2.9585 -0.2363 -2.8425
C -3.9920 -0.8931 -3.8244
C -5.4234 -0.4780 -3.4930
C -5.6053 1.0403 -3.6146
C -4.3308 1.8043 -3.2282
C -3.5247 1.0342 -2.1800
C -3.7497 -2.4094 -0.9002
C -4.5337 -1.5752 0.1030
C -5.3842 -2.4811 1.0791
C -5.8130 -3.7296 0.3652
C -4.6327 -4.5603 -0.0492
C -3.3270 -3.7616 -0.2568
C -1.0712 -2.6012 -2.2891
C 0.2655 -1.8737 -2.5187
C 0.4881 -1.2980 -3.9154
C 0.2174 -2.3637 -4.9738
C -1.2094 -2.8817 -4.8521
C -1.4614 -3.5133 -3.4841
H -2.0597 0.0303 -3.4093
H -3.8969 -1.9828 -3.8552
H -3.7379 -0.5547 -4.8299
H -5.6890 -0.8172 -2.4848
H -6.1061 -0.9955 -4.1658
H -6.4371 1.3551 -2.9842
H -5.8834 1.2978 -4.6355
H -4.5840 2.7929 -2.8464
H -3.6982 1.9679 -4.1049
H -4.1724 0.7890 -1.3318
H -2.7050 1.6314 -1.7921
H -4.3992 -2.6319 -1.7568
H -5.2226 -0.9105 -0.4203
H -3.8601 -0.9670 0.7086
H -6.2476 -1.9310 1.4455
H -4.7705 -2.7102 1.9615
H -6.4472 -3.5118 -0.5175
H -6.5045 -4.2916 1.0435
H -4.8623 -5.1268 -0.9493
H -4.4148 -5.3032 0.7567
H -2.6527 -4.3411 -0.8815
H -2.8168 -3.5583 0.6886
H -0.9558 -3.2437 -1.4059
H 1.0687 -2.5770 -2.2860
H 0.3783 -1.0764 -1.7705
H 1.5159 -0.9401 -3.9892
H -0.1630 -0.4363 -4.0973
H 0.9287 -3.1867 -4.8584
H 0.3863 -1.9456 -5.9652
H -1.4068 -3.6332 -5.6164
H -1.9107 -2.0635 -5.0427
H -0.8427 -4.4097 -3.3921
H -2.4966 -3.8563 -3.3875
```

- 2S+1 = 1
- electronic energy (hartree) = -2219.2120
- total charge = +4
- orbital gap (Eh) = 0.1359
- E_HOMO (Ha) = -0.729



No. 4
Molecular formula: C30H54F4N3RhSSi4Te
Method: DFT, ωB97M-V/def2-TZVPD

Structure (XYZ):
```
98
Properties=species:S:1:pos:R:3
Rh 0.5994 -0.2495 -0.3609
C 0.5135 2.6434 1.4769
C -0.7619 1.8810 1.1577
N -0.7971 1.2965 -0.2139
C -0.6942 2.4038 -1.1959
C -0.7507 1.9724 -2.6529
C -2.1075 0.6082 -0.3650
C -2.1691 -0.6623 0.4770
N -0.9701 -1.4186 0.1248
C -0.6788 -2.6011 0.6799
C 0.6290 -3.1246 0.5312
F 1.5482 -2.3642 -0.1550
C 1.0456 -4.3267 1.0347
F 2.3294 -4.6980 0.8479
C 0.1849 -5.1570 1.7299
C -1.1116 -4.6915 1.8719
F -2.0082 -5.4647 2.5306
C -1.5469 -3.4899 1.3679
F -2.8478 -3.1661 1.5588
H 0.6430 2.6578 2.5613
H 0.5071 3.6695 1.1058
H 1.3803 2.1374 1.0479
H -1.6341 2.5507 1.2376
H -0.9042 1.0725 1.8824
H 0.2577 2.9029 -1.0174
H -1.5031 3.1177 -0.9744
H -0.2121 1.0290 -2.7777
H -0.2483 2.7245 -3.2629
H -1.7705 1.8400 -3.0184
H -2.2087 0.3423 -1.4156
H -2.9129 1.3103 -0.1005
H -3.0918 -1.1900 0.2177
H -2.1807 -0.4462 1.5525
H 0.5077 -6.0963 2.1494
C -1.1770 1.1125 7.2488
N -2.1489 0.7908 6.2256
C -2.1608 1.8235 5.2033
C -1.9407 -0.5598 5.6625
C -0.6238 -0.7943 4.9422
C 0.4406 -1.3102 5.6868
C 1.6835 -1.5135 5.1000
C 1.8318 -1.1707 3.7603
C 0.7557 -0.6615 3.0410
C -0.5390 -0.4630 3.5702
H -1.4364 2.0715 7.7082
H -0.1471 1.1835 6.8648
H -1.1877 0.3436 8.0261
H -2.4478 2.7755 5.6628
H -2.8803 1.5638 4.4262
H -1.1910 1.9438 4.7002
H -2.7509 -0.7334 4.9512
H -2.0589 -1.2597 6.5001
H 0.2934 -1.5712 6.7350
H 2.5096 -1.9304 5.6684
H 2.7806 -1.3142 3.2616
H 0.9405 -0.4213 1.9709
S 2.7775 3.2154 -1.7881
C 4.6521 -2.9535 -0.9647
Si 5.7792 -1.5834 -1.5880
C 5.6979 -1.6008 -3.4689
C 7.5370 -2.0726 -1.0855
Si 5.1332 0.5038 -0.7073
Te 2.7364 0.8597 -1.5557
Si 5.6332 0.4901 1.5724
C 7.4443 0.9920 1.8026
C 5.5228 -1.2437 2.3001
C 4.5697 1.7154 2.5102
Si 6.4928 2.1229 -1.7687
C 6.4278 3.7510 -0.8271
C 6.0042 2.3614 -3.5669
C 8.3298 1.6499 -1.8179
H 4.9371 -3.9048 -1.4270
H 3.6048 -2.7630 -1.2058
H 4.7176 -3.0726 0.1171
H 5.9859 -2.5986 -3.8166
H 6.3737 -0.8725 -3.9214
H 4.6884 -1.3838 -3.8215
H 7.7646 -3.0512 -1.5220
H 7.6266 -2.1647 -0.0004
H 8.2915 -1.3639 -1.4260
H 8.1375 0.3370 1.2719
H 7.6484 0.9045 2.8766
H 7.6416 2.0233 1.5049
H 6.4338 -1.8030 2.0688
H 4.6749 -1.8209 1.9355
H 5.4328 -1.1724 3.3886
H 4.7459 2.7341 2.1585
H 4.8055 1.6656 3.5780
H 3.5070 1.4977 2.3890
H 5.3934 4.0878 -0.7430
H 7.0112 4.5093 -1.3607
H 6.8530 3.6419 0.1734
H 5.0480 2.8840 -3.6171
H 5.9070 1.4148 -4.1004
H 6.7800 2.9571 -4.0621
H 8.7608 1.4410 -0.8367
H 8.8543 2.5127 -2.2437
H 8.5272 0.7958 -2.4682
```

- 2S+1 = 1
- electronic energy (hartree) = -3674.0217
- total charge = -2
- orbital gap (Eh) = 0.1898
- E_HOMO (Ha) = -0.035



No. 5
Molecular formula: C30H54N2O11S
Method: DFT, ωB97M-V/def2-TZVPD

Structure (XYZ):
```
98
Properties=species:S:1:pos:R:3
C 7.1702 -4.7576 1.1085
C 7.0007 -3.2408 0.9993
C 7.7523 -2.6504 -0.1951
C 7.3600 -1.1952 -0.4840
C 6.1914 -1.0721 -1.4828
C 5.1678 -0.0013 -1.1063
C 5.7686 1.4153 -1.0507
C 4.7516 2.5205 -1.3549
C 3.8982 2.9016 -0.1309
C 2.4602 3.2826 -0.4860
C 1.6087 2.0611 -0.8510
C 0.1194 2.4181 -1.0425
C -0.7986 1.9333 0.0911
C -1.5308 0.5824 -0.0653
O -2.8444 0.6237 0.3440
C -3.0926 0.8759 1.7290
C -3.2598 -0.4036 2.5418
N -4.0281 -1.3939 1.8086
C -4.3444 -2.5807 2.5954
C -3.1204 -3.5195 2.7836
C -3.5380 -4.9719 2.5651
O -2.0226 -3.1655 1.9622
O -0.7417 -0.3925 0.6916
C 0.1783 -0.8950 -0.1481
O 1.1138 -1.4998 0.1660
O -0.1139 -0.5695 -1.4269
C -1.4893 -0.1079 -1.4484
S -2.5652 -1.6360 -1.3112
N -1.8336 0.6140 -2.5666
C -2.7245 0.5350 -3.4736
C -2.4280 -0.0911 -4.8124
C -4.0934 1.1348 -3.2844
H 8.2168 -5.0377 0.9418
H 6.5741 -5.2735 0.3492
H 6.8818 -5.1356 2.0923
H 7.3894 -2.7762 1.9138
H 5.9344 -2.9942 0.9220
H 8.8278 -2.7126 0.0135
H 7.5674 -3.2671 -1.0847
H 8.2372 -0.6839 -0.8955
H 7.0864 -0.6975 0.4550
H 5.6749 -2.0394 -1.5331
H 6.5804 -0.8717 -2.4890
H 4.3357 -0.0082 -1.8205
H 4.7545 -0.2698 -0.1258
H 6.2012 1.5965 -0.0587
H 6.5951 1.4730 -1.7706
H 4.1025 2.1938 -2.1768
H 5.2881 3.4130 -1.6961
H 3.8530 2.0431 0.5527
H 4.3787 3.7378 0.3886
H 1.9835 3.7909 0.3631
H 2.4473 3.9838 -1.3318
H 1.9859 1.6383 -1.7882
H 1.7310 1.3102 -0.0612
H -0.2241 2.0576 -2.0127
H 0.0373 3.5105 -1.0811
H -0.1673 1.8298 0.9818
H -1.5464 2.6945 0.3331
H -4.0118 1.4714 1.7680
H -2.2954 1.4875 2.1636
H -3.7628 -0.1117 3.4858
H -2.2938 -0.8382 2.8097
H -4.9097 -0.9762 1.5222
H -5.1521 -3.1177 2.0867
H -4.7379 -2.3327 3.5932
H -2.7572 -3.4332 3.8139
H -4.0472 -5.0766 1.5992
H -2.6583 -5.6208 2.5674
H -4.2379 -5.3017 3.3393
H -2.2831 -3.2332 1.0327
H -1.8936 -2.1970 -2.3262
H -3.2007 0.0849 -5.5611
H -2.2634 -1.1640 -4.6651
H -1.4813 0.3201 -5.1786
H -4.1118 1.8122 -2.4322
H -4.7470 0.2798 -3.0433
H -4.4873 1.5930 -4.1942
C -6.2227 -0.4046 6.2877
C -7.6789 -0.5536 6.6955
O -8.2414 -1.2153 5.5587
C -7.2555 -1.8708 4.9043
O -7.4226 -2.6431 4.0177
O -6.0467 -1.5151 5.4037
H -5.5218 -0.4802 7.1140
H -6.0368 0.5167 5.7331
H -7.8012 -1.1953 7.5692
H -8.1914 0.3895 6.8608
C -0.9756 3.8675 -3.8616
C -0.9235 4.2908 -5.3219
O -0.1837 5.5111 -5.2630
C 0.5708 5.5027 -4.1377
O 1.4169 6.2942 -3.8805
O 0.2199 4.4606 -3.3474
H -0.9662 2.7917 -3.7191
H -1.8340 4.2935 -3.3378
H -0.3733 3.5776 -5.9385
H -1.8987 4.4766 -5.7642
```

- 2S+1 = 1
- structure (SMILES) = CCCCCCCCCCCCC[C@]1(OCCNC[C@@H](C)O)OC(=O)O[C@]1(S)N=C(C)C.O=C1OCCO1.O=C1OCCO1
- electronic energy (hartree) = -2510.7995
- total charge = 0
- orbital gap (Eh) = 0.3121
- E_HOMO (Ha) = -0.318